Entry 1:
# C5H9ClO2

One molecule with the formula C5H9ClO2 in a non-equilibrium geometry (ωB97M-V/def2-TZVPD, OMol25).

```
17
Properties=species:S:1:pos:R:3
Cl -2.1518 -1.7267 -0.5579
O -2.6431 0.8331 1.1280
O -0.2204 -0.9658 1.7175
C -1.2342 -0.2760 -0.4744
C -1.8437 0.9173 0.2438
C 1.0904 -1.7786 -0.1292
C -1.0952 2.2097 -0.0813
C 0.2680 -0.6486 0.5226
H 2.1740 -1.5278 -0.1685
H 0.7702 0.2559 0.5764
H -0.3417 -1.9201 1.6944
H 0.7883 -2.1487 -1.0661
H -1.0309 2.7498 0.8684
H -0.1463 1.7579 -0.4561
H 1.0197 -2.7026 0.5574
H -1.0139 -0.0974 -1.4313
H -1.6264 2.8811 -0.6761
```

**HOMO energy**: -9.295 eV
**Total energy**: -21946.665 eV
**Structure (SMILES)**: CC(=O)[C@H](Cl)[C@H](C)O
**Energy relative to the best compared isomer or geometry (same formula, charge and spin)**: 206.70 kJ/mol
**LUMO**: 0.75 eV
**Largest force on an atom**: 4.599 eV/Å

---

Entry 2:
# C2H10N4O

A 2-piece molecular cluster, C2H10N4O overall (ωB97M-V/def2-TZVPD, OMol25).

```
17
Properties=species:S:1:pos:R:3
O 1.9856 0.5021 1.8800
N 0.3665 -0.5527 3.2213
N -1.1116 0.6860 -2.5487
N -0.1710 1.0923 1.6595
N 0.1604 -1.1403 -1.3924
C -0.0686 -0.3385 -2.5760
C 0.8306 0.3717 2.2093
H 0.5967 -1.4823 2.8714
H 0.1162 1.7339 0.9404
H -0.3022 -1.0015 -3.4031
H 0.4942 -0.6004 -0.6048
H 0.8581 0.1655 -2.8385
H 0.9907 -0.4422 4.0155
H -1.1370 0.9218 1.8614
H -0.9002 1.4006 -1.8629
H -0.6908 -1.6119 -1.1127
H -2.0175 0.2957 -2.3198
```

**HOMO energy**: -9.075 eV
**Total energy**: -10244.587 eV
**Structure (SMILES)**: NC(N)=O.NCN
**Energy relative to the best compared isomer or geometry (same formula, charge and spin)**: 52.02 kJ/mol
**LUMO**: 0.61 eV
**Largest force on an atom**: 0.402 eV/Å

---

Entry 3:
# C30H27ClN5PRh

C30H27ClN5PRh as an isolated structure in a non-equilibrium geometry (ωB97M-V/def2-TZVPD, OMol25).

```
65
Properties=species:S:1:pos:R:3
Rh 0.0000 0.0000 0.0000
Cl -2.2479 -1.6938 0.0000
P 2.3421 -0.0251 0.0000
N -0.2936 -7.0780 1.0591
N 2.3473 1.6052 0.2947
N -0.0251 1.9424 0.0000
N 0.2977 -6.9983 -1.0671
N 0.0000 -1.9804 0.0000
C 1.6287 0.0517 2.7809
C 0.2768 4.6523 0.5746
C 0.1874 -8.3069 -0.6696
C -0.3268 -4.0641 1.1767
C 0.3058 -2.6994 -1.0993
C 1.3788 3.7995 0.5568
C -0.9810 4.1370 0.2994
C 0.2093 -10.7155 -0.7463
C 5.0360 0.2043 0.9018
C 6.0698 -1.2094 -1.2655
C -2.0781 0.0000 0.0000
C 6.9280 -0.7220 -0.2825
C 0.3153 -4.0833 -1.1326
C 1.3952 -0.5431 4.0258
C 0.3900 -9.4881 -1.3969
C -0.1837 -8.3863 0.6649
C -1.0798 2.7859 0.0230
C 2.1545 -2.1042 1.8544
C 4.6934 -0.9884 -1.1665
C 1.2018 2.4481 0.2512
C 4.1572 -0.2797 -0.0805
C -0.3712 -9.5940 1.3401
C 1.5425 -1.9184 4.1834
C 2.0206 -0.7144 1.6741
C 6.4120 -0.0149 0.8011
C 1.9203 -2.7005 3.0971
C -0.1649 -10.7639 0.5992
C 0.0035 -6.2604 -0.0097
C -0.3088 -2.6783 1.1111
C -0.0074 -4.7934 0.0283
H -2.4479 0.5230 -0.9058
H 2.3644 4.1870 0.7918
H -0.5507 -6.7710 1.9832
H 0.0000 0.0000 1.6848
H 2.0308 -3.7755 3.2108
H 0.6802 -9.4420 -2.4404
H 1.3573 -2.3792 5.1499
H 0.4017 5.7052 0.8093
H 1.0922 0.0723 4.8682
H 1.4920 1.1252 2.6938
H -2.4479 0.5230 0.9058
H -0.2986 -11.7307 1.0808
H -0.6616 -9.6332 2.3841
H -2.0400 2.3257 -0.1916
H 4.0420 -1.3810 -1.9447
H 6.4697 -1.7656 -2.1094
H -0.5877 -4.5359 2.1153
H -1.8625 4.7676 0.3070
H 3.0896 2.1040 -0.1901
H 7.9979 -0.8975 -0.3579
H 2.4459 -2.7404 1.0213
H 0.5710 -4.6025 -2.0520
H 0.3630 -11.6400 -1.2980
H 7.0779 0.3607 1.5735
H -0.5508 -2.0738 1.9811
H 0.5515 -2.1180 -1.9833
H 4.6524 0.7477 1.7631
```

**HOMO energy (alpha / beta)**: -7.968 / -9.996 eV
**Total energy**: -63805.186 eV
**Charge**: +1
**Energy relative to the best compared isomer or geometry (same formula, charge and spin)**: 0.00 kJ/mol
**LUMO (alpha / beta)**: -2.89 / -5.71 eV
**2S+1**: 5
**Largest force on an atom**: 4.902 eV/Å

---

Entry 4:
# C41H48N6P2Ti

C41H48N6P2Ti as an isolated structure in a non-equilibrium geometry (ωB97M-V/def2-TZVPD, OMol25).

```
98
Properties=species:S:1:pos:R:3
Ti -1.2608 -0.8049 0.2935
P 1.5847 -0.8890 -0.6167
P -0.3259 1.5971 -0.4600
N -1.1143 -2.3289 -1.0006
N -0.7815 -3.5430 -0.5158
N -1.4530 -0.8085 2.4476
N -3.0430 0.4386 0.4242
N 2.3714 1.7673 -0.4267
N -3.1592 -2.1608 0.8138
C 1.9194 -3.1859 2.8276
C -3.4859 0.7407 1.8150
C -1.1213 3.5770 3.0198
C 3.3691 2.7986 -0.1036
C -2.3787 0.3672 2.8560
C 0.6928 2.0544 3.4199
C 3.0951 3.7588 0.9046
C 1.5914 -1.7337 -2.2039
C -3.3125 -2.4984 2.2670
C 0.6162 1.5697 2.1250
C -0.3569 2.1252 1.2718
C -1.3816 -3.8598 -2.5959
C -4.0859 -0.2597 -0.3949
C -1.5526 2.1704 -1.5668
C 4.5906 2.8266 -0.7781
C 5.5259 3.7997 -0.4705
C 1.3647 -2.4840 1.7510
C -1.5908 -2.5460 -2.2290
C 2.1670 -2.0334 0.6707
C 2.0579 -3.0580 -2.1936
C 1.7062 -1.6623 -4.5829
C 2.4255 -3.6348 -3.4152
C -0.1456 3.0451 3.9113
C -2.9331 1.7358 -3.5289
C -1.2116 3.1201 1.7447
C -2.0473 1.3088 -2.5287
C 3.5484 -2.3321 0.7709
C -2.8454 3.9475 -2.5732
C 3.2472 -3.4956 2.8561
C -0.9483 -4.4965 -1.4527
C 4.0203 4.7154 1.2617
C 1.4532 -1.0341 -3.3962
C 5.2850 4.7139 0.5575
C 1.2645 2.1649 -1.2211
C 2.2149 -2.9632 -4.6076
C -1.9264 3.5249 -1.6270
C 4.0590 -3.1003 1.7673
C -3.3736 3.0684 -3.5098
C 2.9295 0.4679 -0.7862
C -4.4094 -1.6189 0.1735
C -1.9428 -2.2042 2.9043
H -3.7130 -0.3190 -1.4129
H -2.9511 1.3766 0.0608
H -3.0442 -3.0825 0.3708
H 1.5173 -1.1312 -5.4754
H -4.4067 0.1604 1.9881
H 1.2755 0.7627 1.7960
H -0.6191 -0.6244 3.0355
H -1.9624 -1.7333 -2.7823
H 2.1569 3.6946 1.3969
H 5.9978 5.4987 0.8593
H -4.8005 -2.3456 -0.5131
H -2.1093 -2.1873 3.9742
H 4.7050 2.1405 -1.5729
H 1.1008 0.0058 -3.3864
H -0.2634 -3.6755 0.3409
H -5.1647 -1.5872 0.9298
H 2.5342 -3.3589 -5.5335
H -1.7498 -4.3401 -3.5175
H -1.7887 4.3722 3.2914
H 6.4725 3.8261 -1.0117
H 3.6421 0.1218 -0.0383
H -0.0935 3.3363 4.9500
H -3.2077 4.9761 -2.5764
H -4.9792 0.3825 -0.4569
H 1.2392 3.2632 -1.1608
H 3.7274 -4.1328 3.5865
H -3.3469 1.0654 -4.2774
H -1.8707 3.5834 1.0252
H -4.0104 -1.8192 2.8059
H -1.7777 1.2317 3.0749
H 1.3241 1.8042 -2.2577
H -1.4409 4.2642 -1.0181
H 3.8785 5.3654 2.1306
H 1.2465 -3.5282 3.6134
H 2.8973 -4.6292 -3.3878
H -4.0594 3.4929 -4.2322
H -2.8734 0.0589 3.7786
H 1.4386 1.6346 4.0885
H 2.2483 -3.5780 -1.2844
H -1.7096 0.2943 -2.5619
H -1.2238 -2.9520 2.5768
H -0.7453 -5.5238 -1.2311
H 4.2193 -1.9224 0.0128
H -3.6049 -3.5321 2.3331
H 3.3187 0.4295 -1.7915
H -3.7733 1.7531 1.9518
H 0.3255 -2.1968 1.7260
H 5.1113 -3.3634 1.7133
```

**HOMO energy (alpha / beta)**: -17.213 / -17.213 eV
**Total energy**: -93890.141 eV
**Charge**: +4
**LUMO (alpha / beta)**: -12.89 / -12.90 eV
**Largest force on an atom**: 2.772 eV/Å

---

> Look up the total energy of the second one.

-10244.587 eV